1.
This record from the OMol25 dataset describes a structure of composition C34H64As4N2O4PReSi2. The level of theory is wB97M-V/def2-TZVPD.

Values from the calculation:
LUMO (spin up / spin down) (Ha): -0.14894 / -0.13053
<S²>: 1.16
Spin multiplicity: 2
Orbital gap (spin up / spin down) (eV): 6.05 / 6.46
Total charge: +1
Energy relative to the best compared isomer or geometry (same formula, charge and spin) (kcal per mole): 40.4

Geometry (Å):
1 Re -0.2217 0.5559 0.2634
2 O -1.2944 -3.2825 2.6804
3 C -2.6049 -3.0105 2.8021
4 C -3.4026 -3.9117 3.5061
5 C -4.7518 -3.6778 3.6554
6 C -5.3313 -2.5277 3.1295
7 C -4.5541 -1.6240 2.4410
8 C -3.1867 -1.8484 2.2589
9 C -2.3748 -0.8942 1.4923
10 O -1.1124 -1.0826 1.3697
11 N -3.0075 0.0985 0.9067
12 N -2.2471 0.8651 0.1084
13 C -2.8572 1.5768 -0.7935
14 C -2.2130 2.1452 -1.9426
15 C -2.8607 3.1369 -2.6897
16 C -2.3407 3.5934 -3.8787
17 C -1.1792 3.0248 -4.3920
18 C -0.5376 2.0197 -3.7066
19 C -1.0185 1.5646 -2.4695
20 O -0.3773 0.5889 -1.8707
21 H -0.8961 -2.5318 2.1789
22 H -2.9279 -4.7902 3.9157
23 H -5.3573 -4.3931 4.1895
24 H -6.3874 -2.3465 3.2546
25 H -4.9848 -0.7312 2.0143
26 H -3.9427 1.6335 -0.7463
27 H -3.7821 3.5522 -2.3103
28 H -2.8397 4.3822 -4.4181
29 H -0.7752 3.3737 -5.3298
30 H 0.3444 1.5412 -4.1057
31 C 1.6278 -2.5497 1.2763
32 As 1.7453 -0.9761 0.1395
33 C 3.4864 -0.3563 0.8332
34 C 2.3537 -1.6142 -1.6394
35 C 1.6572 -2.6650 -2.5195
36 C 2.4908 -2.7338 -3.8087
37 C 0.2273 -2.2888 -2.9158
38 As -1.1251 -2.1863 -1.4711
39 C -2.6107 -1.6218 -2.6310
40 C -1.7505 -4.0553 -1.3817
41 C 1.6549 -4.0411 -1.8609
42 As 3.4380 -4.8592 -1.4994
43 C 2.7167 -6.2831 -0.3474
44 C 3.5637 -5.9586 -3.1278
45 H 0.7876 -3.1829 0.9993
46 H 1.5000 -2.2337 2.3124
47 H 2.5590 -3.1177 1.1891
48 H 4.2599 -1.0858 0.5799
49 H 3.4169 -0.2896 1.9219
50 H 3.7695 0.6242 0.4525
51 H 3.3711 -1.9855 -1.4436
52 H 2.4417 -0.7006 -2.2343
53 H 2.4373 -1.7972 -4.3614
54 H 2.1221 -3.5300 -4.4523
55 H 3.5383 -2.9334 -3.5721
56 H -0.1356 -3.0177 -3.6457
57 H 0.2314 -1.3080 -3.4020
58 H -2.7237 -2.3352 -3.4465
59 H -2.4484 -0.6308 -3.0534
60 H -3.5413 -1.6046 -2.0579
61 H -1.6942 -4.5237 -2.3630
62 H -2.7959 -4.0464 -1.0676
63 H -1.1973 -4.6657 -0.6704
64 H 1.0995 -4.7364 -2.4980
65 H 1.1169 -3.9840 -0.9103
66 H 2.4744 -5.9037 0.6446
67 H 3.4561 -7.0733 -0.2315
68 H 1.8176 -6.7126 -0.7875
69 H 3.9007 -5.3750 -3.9822
70 H 2.5985 -6.4047 -3.3651
71 H 4.2832 -6.7598 -2.9681
72 C -1.7054 -0.1033 4.7978
73 P -1.5000 1.4246 3.8159
74 C -0.8121 2.6043 5.0243
75 C -3.1880 1.9953 3.4065
76 O -0.5770 1.2923 2.6420
77 H -2.2722 0.1229 5.6960
78 H -0.7210 -0.4754 5.0743
79 H -2.2323 -0.8724 4.2391
80 H -1.4771 2.6727 5.8804
81 H -0.6763 3.5855 4.5793
82 H 0.1559 2.2313 5.3477
83 H -3.7267 2.1976 4.3272
84 H -3.7060 1.2265 2.8369
85 H -3.1495 2.8947 2.7977
86 C 0.9907 6.1224 0.4797
87 Si 0.5577 4.5444 1.4909
88 C -1.2993 4.8249 1.8968
89 C 1.6768 4.4134 3.0532
90 As 0.5568 2.7697 -0.1619
91 Si 2.6506 3.2171 -1.3633
92 C 3.9670 3.7267 -0.0464
93 C 2.2330 4.6026 -2.6241
94 C 3.4213 1.7807 -2.3766
95 H 0.8014 7.0328 1.0368
96 H 0.3660 6.1416 -0.4110
97 H 2.0271 6.1392 0.1667
98 H -1.5336 5.8682 2.0834
99 H -1.6072 4.2604 2.7683
100 H -1.8958 4.4981 1.0459
101 H 1.3439 5.0792 3.8439
102 H 2.7044 4.6792 2.8244
103 H 1.6745 3.3994 3.4406
104 H 3.8356 4.7576 0.2603
105 H 4.9772 3.6227 -0.4290
106 H 3.8742 3.1070 0.8421
107 H 1.6975 5.4191 -2.1526
108 H 1.5931 4.2087 -3.4081
109 H 3.1218 5.0076 -3.0949
110 H 3.7648 0.9675 -1.7426
111 H 4.2798 2.1313 -2.9416
112 H 2.7101 1.3836 -3.0932

***

2.
This record from the OMol25 dataset describes a structure of composition C34H67Cl3O10S. The level of theory is wB97M-V/def2-TZVPD.

Values from the calculation:
LUMO (Ha): 0.01458
Orbital gap (eV): 9.61

Geometry (Å):
1 C 0.0181 1.5369 4.6073
2 C -0.0891 0.0429 4.7821
3 Cl 0.0423 -0.4773 6.4487
4 C -0.2701 -0.8621 3.8066
5 Cl -0.4143 -2.5327 4.3097
6 C -0.3588 -0.4898 2.3372
7 C -0.4089 -1.6044 1.2582
8 C 0.6627 -2.7183 1.3660
9 C 0.1303 -4.1308 1.0422
10 Cl -1.3144 -4.6248 1.9842
11 O 0.8823 0.2472 1.9844
12 S 0.5574 1.5328 1.1076
13 O 1.5463 2.5284 1.2843
14 O 0.3613 1.2803 -0.2815
15 O -0.8787 1.8727 1.7725
16 C -1.4422 0.5410 1.9102
17 C -2.8643 0.4285 2.5146
18 C -3.7492 -0.3250 1.5249
19 C -4.2182 0.3433 0.4229
20 C -4.9868 -0.3292 -0.5009
21 C -5.2675 -1.6603 -0.3026
22 C -6.0871 -2.3968 -1.3575
23 C -4.8206 -2.3308 0.8096
24 C -4.0534 -1.6479 1.7253
25 H 0.6843 1.8355 3.8040
26 H 0.2834 1.9924 5.5616
27 H -0.9867 1.9138 4.3723
28 H -0.2194 -1.0892 0.3119
29 H -1.4091 -2.0398 1.1517
30 H 1.2239 -2.6985 2.3010
31 H 1.4091 -2.5371 0.5794
32 H -0.1175 -4.2155 -0.0168
33 H 0.9399 -4.8262 1.2722
34 H -1.6368 0.2937 0.8597
35 H -3.3017 1.4272 2.6121
36 H -2.8312 -0.1020 3.4712
37 H -4.0013 1.3938 0.2418
38 H -5.3704 0.1788 -1.3794
39 H -6.2361 -1.7608 -2.2342
40 H -5.4936 -3.2455 -1.7185
41 H -7.0367 -2.7378 -0.9393
42 H -5.0421 -3.3816 0.9714
43 H -3.6417 -2.1160 2.6180
44 C 3.9244 2.2516 -1.0488
45 C 5.0424 2.9723 -1.7765
46 C 4.5024 4.0774 -2.6708
47 O 5.7793 2.0304 -2.5635
48 H 3.2475 1.7814 -1.7657
49 H 4.3318 1.4552 -0.4212
50 H 3.3451 2.9259 -0.4190
51 H 5.7400 3.3969 -1.0525
52 H 3.8361 3.6638 -3.4330
53 H 5.3177 4.5782 -3.1951
54 H 3.9506 4.8204 -2.0923
55 H 5.1710 1.6468 -3.2108
56 C -2.7666 0.1361 10.4366
57 C -3.8493 0.4926 9.4293
58 C -4.0829 -0.6422 8.4447
59 O -3.4759 1.6744 8.7212
60 H -1.8153 -0.0501 9.9297
61 H -2.6038 0.9615 11.1309
62 H -3.0350 -0.7534 11.0091
63 H -4.7780 0.7196 9.9548
64 H -3.1719 -0.8518 7.8758
65 H -4.8549 -0.3705 7.7233
66 H -4.3903 -1.5558 8.9565
67 H -2.6552 1.4878 8.2519
68 C 1.8841 -1.2001 -5.4260
69 C 2.8660 -0.6919 -4.3823
70 C 2.2213 -0.5911 -3.0121
71 O 3.3599 0.5966 -4.7721
72 H 1.0343 -0.5184 -5.5236
73 H 2.3606 -1.2571 -6.4060
74 H 1.5069 -2.1898 -5.1640
75 H 3.7267 -1.3601 -4.3331
76 H 1.3830 0.1126 -3.0276
77 H 2.9384 -0.2173 -2.2825
78 H 1.8533 -1.5614 -2.6734
79 H 2.6069 1.1962 -4.8183
80 C -6.9931 4.9423 2.6021
81 C -6.0575 4.0618 1.7880
82 C -5.5984 4.7675 0.5206
83 O -6.7164 2.8423 1.4485
84 H -7.8912 5.1846 2.0271
85 H -7.3198 4.4218 3.5031
86 H -6.5062 5.8740 2.8947
87 H -5.1894 3.7925 2.3926
88 H -6.4529 5.0042 -0.1194
89 H -4.9339 4.1233 -0.0575
90 H -5.0705 5.6942 0.7516
91 H -7.4871 3.0608 0.9138
92 C 6.1979 -1.1818 0.9492
93 C 6.2365 -1.8535 -0.4156
94 C 7.6319 -1.7989 -1.0186
95 O 5.3091 -1.2158 -1.2906
96 H 6.4704 -0.1260 0.8662
97 H 5.1901 -1.2209 1.3665
98 H 6.8838 -1.6639 1.6481
99 H 5.9178 -2.8933 -0.3218
100 H 7.9485 -0.7624 -1.1623
101 H 7.6433 -2.2765 -1.9993
102 H 8.3603 -2.2997 -0.3781
103 H 5.5775 -0.2919 -1.3852
104 C 3.4483 -1.1207 -9.7211
105 C 2.8235 -2.4942 -9.5279
106 C 3.2919 -3.4725 -10.5945
107 O 1.4010 -2.3828 -9.5685
108 H 3.1612 -0.6996 -10.6889
109 H 3.0967 -0.4294 -8.9540
110 H 4.5374 -1.1699 -9.6728
111 H 3.0829 -2.8781 -8.5400
112 H 3.0001 -3.1261 -11.5900
113 H 2.8291 -4.4491 -10.4469
114 H 4.3762 -3.5936 -10.5728
115 H 1.1569 -2.0438 -10.4361

***

3.
This record from the OMol25 dataset describes a cluster of 3 separate species, C34H70BrCl2FIO9PS in total. The level of theory is wB97M-V/def2-TZVPD.

Values from the calculation:
LUMO (Ha): 0.01125
Orbital gap (eV): 9.56

Geometry (Å):
1 C -7.5023 -1.8503 -1.8381
2 C -7.3688 -1.0795 -0.5047
3 C -5.9303 -1.0646 -0.0012
4 C -5.7066 -0.2738 1.2868
5 C -6.2505 1.1734 1.2275
6 C -5.3725 2.1940 1.9409
7 C -5.1303 1.8784 3.4346
8 C -3.6695 1.5468 3.7635
9 C -2.7576 2.7543 3.5725
10 C -1.3417 2.6114 4.1522
11 C -0.6132 1.2818 3.8671
12 C 0.6007 1.4725 2.9382
13 C 0.0977 1.5043 1.4821
14 C 0.8367 2.4735 0.5328
15 C 1.9461 1.7958 -0.3078
16 C 1.8658 2.1093 -1.8049
17 C 0.6438 1.3815 -2.3879
18 C 0.3723 1.5779 -3.8801
19 C 1.3093 0.8728 -4.8728
20 C 1.4831 -0.6252 -4.6356
21 S 0.3779 -1.5845 -5.6540
22 O 0.2404 -1.0313 -6.9606
23 O -0.8009 -1.8797 -4.8962
24 Cl 1.4139 -3.3453 -5.8023
25 O 3.0564 1.7316 -2.5349
26 C 3.8043 0.6809 -2.0812
27 F 3.0562 -0.4810 -1.9991
28 P 5.1694 0.5262 -3.4048
29 O 6.4416 0.5725 -2.3740
30 Cl 5.0838 -1.5129 -3.7629
31 C 1.7656 3.6255 -2.1021
32 Br 2.9346 4.7127 -0.9505
33 O 0.4638 4.0547 -2.0497
34 C 0.1709 5.2347 -2.7808
35 C -1.3511 5.3207 -2.9571
36 C -2.1747 4.6573 -1.8705
37 C -3.6813 4.8121 -2.1430
38 I -1.7373 5.5232 0.0671
39 H -7.9722 -1.2404 -2.6065
40 H -8.1190 -2.7386 -1.7167
41 H -6.5203 -2.1515 -2.1979
42 H -8.0123 -1.5309 0.2527
43 H -7.7422 -0.0688 -0.6621
44 H -5.2812 -0.6880 -0.7972
45 H -5.6269 -2.1018 0.1675
46 H -6.1897 -0.8065 2.1066
47 H -4.6367 -0.2149 1.4885
48 H -7.2639 1.1845 1.6364
49 H -6.3616 1.4537 0.1768
50 H -5.8650 3.1659 1.8589
51 H -4.4335 2.2908 1.3913
52 H -5.4494 2.7331 4.0331
53 H -5.7640 1.0322 3.7051
54 H -3.3734 0.7430 3.0871
55 H -3.6073 1.1881 4.7925
56 H -2.6976 3.0180 2.5161
57 H -3.2342 3.6041 4.0710
58 H -0.7474 3.4219 3.7210
59 H -1.3725 2.8065 5.2242
60 H -0.3112 0.8193 4.8068
61 H -1.2709 0.5698 3.3688
62 H 1.1110 2.3967 3.2040
63 H 1.2638 0.6134 3.0571
64 H 0.0570 0.4973 1.0650
65 H -0.9383 1.8541 1.5126
66 H 0.0839 2.9343 -0.0940
67 H 1.3188 3.2286 1.1484
68 H 1.8777 0.7157 -0.1662
69 H 2.9184 2.0813 0.0946
70 H 0.6901 0.3283 -2.1173
71 H -0.2179 1.7822 -1.8557
72 H -0.6344 1.1947 -4.0719
73 H 0.3470 2.6338 -4.1418
74 H 2.2742 1.3712 -4.9152
75 H 0.8688 0.9996 -5.8631
76 H 1.3076 -0.9632 -3.6199
77 H 2.4956 -0.9330 -4.8963
78 H 4.2749 0.8627 -1.1113
79 H 7.0574 -0.1349 -2.5858
80 H 2.1845 3.7851 -3.0982
81 H 0.5260 6.0954 -2.2117
82 H 0.6514 5.1939 -3.7601
83 H -1.6514 6.3619 -3.0523
84 H -1.5902 4.7975 -3.8887
85 H -1.9612 3.5948 -1.8072
86 H -4.2395 4.7229 -1.2153
87 H -3.9072 5.7514 -2.6382
88 H -3.9940 3.9690 -2.7624
89 C 2.5602 -1.9318 8.2412
90 O 2.9178 -3.0420 7.4388
91 C 1.8957 -3.4447 6.5420
92 C 2.1526 -2.9499 5.1364
93 O 2.0860 -1.5345 5.0550
94 C 3.3610 -0.9189 5.0300
95 H 3.4660 -1.5755 8.7289
96 H 2.1367 -1.1214 7.6430
97 H 1.8392 -2.2270 9.0112
98 H 0.9188 -3.0950 6.8897
99 H 1.8801 -4.5389 6.5332
100 H 1.3795 -3.3530 4.4749
101 H 3.1224 -3.3108 4.7809
102 H 3.8385 -1.0694 4.0552
103 H 4.0135 -1.3058 5.8159
104 H 3.2175 0.1495 5.1853
105 C 3.3056 -5.7813 -3.9641
106 O 4.7015 -5.5935 -4.1219
107 C 5.3045 -4.9425 -3.0155
108 C 6.0029 -5.9145 -2.0916
109 O 5.0880 -6.7911 -1.4553
110 C 5.0325 -8.0759 -2.0467
111 H 2.9736 -6.4503 -4.7570
112 H 3.0661 -6.2331 -2.9985
113 H 2.7759 -4.8299 -4.0589
114 H 4.5587 -4.3642 -2.4611
115 H 6.0458 -4.2431 -3.4135
116 H 6.5125 -5.3478 -1.3057
117 H 6.7591 -6.4808 -2.6441
118 H 5.9312 -8.6532 -1.8040
119 H 4.9238 -8.0163 -3.1322
120 H 4.1659 -8.5890 -1.6332

***

no.,DFT total energy (eV)
1,-317992.801
2,-105220.974
3,-180848.745